(1)
Formula: C4H8O4
Source: OMol25
Level of theory: ωB97M-V with the def2-TZVPD basis set

Results
SMILES string: COC(=O)OCCO
Energy relative to the best compared isomer or geometry (same formula, charge and spin) (kJ/mol): 315.60

Last column: natural (NBO) charge in e.
CARTESIAN COORDINATES (ANGSTROEM)
C -2.74053 1.61499 -0.13455  -0.299
C -1.03262 0.05925 -0.17279  0.987
C 1.03616 -1.03888 -0.37389  -0.127
C 2.35385 -1.13338 0.52488  -0.096
H -2.51968 1.51094 -1.30906  0.226
H -2.87181 2.66764 0.38536  0.216
H -3.69824 1.02058 0.13963  0.202
H 1.27377 -0.72553 -1.43123  0.196
H 0.31882 -1.93724 -0.46606  0.217
H 3.10470 -1.91555 0.23417  0.191
H 2.02184 -1.39292 1.59872  0.171
H 2.25438 0.72901 0.34053  0.466
O -1.57907 1.01924 0.57395  -0.498
O -1.51355 -0.64563 -1.05113  -0.624
O 0.25274 -0.04645 0.30547  -0.532
O 3.14176 0.05174 0.35246  -0.696

=====

(2)
Formula: C33H83Li2N4O5
Source: OMol25
Level of theory: ωB97M-V with the def2-TZVPD basis set

Results
Total charge: +5
Energy relative to the best compared isomer or geometry (same formula, charge and spin) (kJ/mol): 0.00

Last column: Mulliken charge in e.
CARTESIAN COORDINATES (ANGSTROEM)
Li -2.82969 2.94170 1.22728  0.898
Li -0.71416 3.17646 3.79873  0.904
C 0.02747 1.88558 1.13917  -0.397
O -0.88368 2.59836 1.93442  -0.897
H -0.05218 2.19190 0.08071  0.299
H 1.05664 2.14314 1.42007  -0.097
H -0.09874 0.79268 1.08355  0.262
C -6.09694 -0.89861 -5.57787  -1.505
C -6.08435 -0.62867 -4.09269  -0.505
N -4.77671 -0.86862 -3.35900  0.754
C -3.84061 0.23642 -3.66676  -1.118
C -5.11317 -0.91357 -1.84974  -0.157
C -5.86653 0.32328 -1.34041  -1.234
C -4.23753 -2.20971 -3.83172  -0.886
C -3.00780 -2.86465 -3.20110  -0.996
O -1.99951 -1.90275 -2.97671  -0.039
C -1.05109 -2.24182 -1.99653  -0.986
H -5.34493 -0.39154 -6.18822  0.327
H -7.03044 -0.53457 -6.01183  0.419
H -6.06118 -1.95513 -5.84494  0.399
H -6.93720 -1.10002 -3.60494  0.473
H -6.26916 0.43973 -3.97731  0.414
H -4.22684 1.15779 -3.23965  0.334
H -3.63723 0.28909 -4.73027  0.438
H -2.91436 0.05013 -3.13080  0.337
H -4.16213 -0.95449 -1.31344  0.138
H -5.60711 -1.87597 -1.74208  0.502
H -6.35248 0.10133 -0.39279  0.435
H -6.56455 0.62923 -2.10858  0.295
H -5.20936 1.16771 -1.10809  0.295
H -3.93659 -1.96536 -4.85203  0.513
H -5.08633 -2.88417 -3.91209  0.509
H -2.65988 -3.57172 -3.95872  0.444
H -3.31189 -3.41912 -2.30804  0.461
H -0.26214 -1.48551 -1.98455  0.231
H -0.55421 -3.20040 -2.15987  0.355
H -1.49141 -2.17832 -0.99269  0.383
C 0.98847 -1.40946 -4.83339  -1.135
C 1.64641 -0.71931 -6.02157  -0.587
N 0.72986 -0.00550 -7.01208  0.210
C 1.63191 0.44352 -8.12775  -0.978
C -0.41234 -0.89040 -7.49601  -0.475
C 0.03187 -2.21402 -8.07206  -1.234
C 0.09371 1.18813 -6.30246  -0.196
C 0.90536 2.46764 -6.35714  -0.918
O 2.22439 2.26858 -5.90667  -0.258
C 2.84584 3.44476 -5.41999  -0.822
H 0.07556 -1.93078 -5.12852  0.209
H 0.63723 -0.68026 -4.09819  0.239
H 1.60970 -2.14779 -4.33553  0.493
H 2.15584 -1.48204 -6.61233  0.572
H 2.40156 0.01513 -5.76553  0.406
H 1.83330 -0.41756 -8.75854  0.431
H 2.56960 0.78217 -7.71049  0.386
H 1.13287 1.17280 -8.75910  0.384
H -0.97172 -0.29913 -8.22122  0.468
H -1.01503 -0.96384 -6.58998  0.396
H -0.76816 -2.77435 -8.54722  0.438
H 0.53111 -2.82934 -7.32429  0.300
H 0.77156 -2.04254 -8.85413  0.308
H -0.07167 0.93248 -5.26000  0.102
H -0.84095 1.33439 -6.84033  0.360
H 0.43969 3.23431 -5.72417  0.546
H 0.89942 2.91037 -7.35906  0.406
H 2.28489 3.90217 -4.59593  0.341
H 2.99729 4.20807 -6.18643  0.326
H 3.81598 3.13534 -5.03738  0.255
C 3.88499 1.66962 5.65006  -1.313
C 3.93076 0.90170 4.31186  -0.780
N 4.92029 1.47724 3.29736  0.294
C 4.51230 2.91574 3.06714  -1.010
C 6.35121 1.44747 3.86917  -0.213
C 6.67601 0.19203 4.66017  -1.231
C 4.65844 0.75091 2.00271  -0.104
C 5.83088 0.77470 1.04104  -1.068
O 6.20972 2.08205 0.74258  -0.371
C 7.20600 2.14113 -0.27419  -0.813
H 2.88887 1.44135 6.03102  0.373
H 3.96819 2.74509 5.54942  0.334
H 4.64558 1.20686 6.26544  0.364
H 2.94199 0.96803 3.85280  0.587
H 4.19205 -0.14296 4.45067  0.517
H 4.99014 3.49444 3.84905  0.554
H 3.42830 2.97234 3.06532  0.327
H 4.91328 3.27395 2.12351  0.213
H 6.41350 2.30273 4.53139  0.321
H 6.97102 1.49068 2.98232  0.490
H 6.19503 0.18995 5.62950  0.289
H 7.75192 0.16268 4.85452  0.437
H 6.56839 -0.71993 4.06784  0.324
H 3.79647 1.25934 1.57142  0.141
H 4.39277 -0.29492 2.15244  0.418
H 5.54358 0.23615 0.12712  0.586
H 6.64951 0.18347 1.47677  0.410
H 6.81960 1.82588 -1.24934  0.319
H 8.05768 1.49887 -0.03360  0.347
H 7.54377 3.16927 -0.35747  0.277
C -2.71925 0.31881 4.21224  -1.096
C -2.74843 -1.19448 4.49028  -0.615
N -2.15259 -1.67754 5.78705  -0.123
C -2.14335 -3.16510 5.73395  -0.977
C -0.76734 -1.09595 6.01259  -0.334
C 0.22037 -1.53294 4.94452  -1.268
C -3.08932 -1.23567 6.89446  -0.527
C -2.54106 -1.38664 8.34163  -0.656
O -2.24577 -0.08423 8.77809  -0.313
C -2.37778 0.12115 10.19955  -0.802
H -1.83136 0.61773 3.65095  0.314
H -2.82154 0.87197 5.14578  0.372
H -3.58829 0.55469 3.59872  0.286
H -2.29493 -1.75791 3.67550  0.619
H -3.78920 -1.51837 4.49296  0.475
H -3.16809 -3.51637 5.63365  0.457
H -1.73496 -3.60764 6.64038  0.336
H -1.56434 -3.49868 4.87900  0.453
H -0.43282 -1.39565 6.99703  0.446
H -0.95843 -0.02632 5.97557  0.347
H 1.17927 -1.07902 5.22115  0.352
H 0.01154 -1.09583 3.96889  0.280
H 0.41381 -2.59998 4.99174  0.397
H -3.95898 -1.89382 6.86307  0.437
H -3.46686 -0.23381 6.72520  0.330
H -1.63127 -1.99296 8.37794  0.369
H -3.35837 -1.86721 8.88336  0.513
H -2.09927 1.16441 10.31555  0.252
H -1.75745 -0.55735 10.78084  0.329
H -3.42179 0.03546 10.50732  0.353

=====

(3)
Formula: C21H19KN3O4
Source: OMol25
Level of theory: ωB97M-V with the def2-TZVPD basis set

Results
Total charge: -1

Last column: natural (NBO) charge in e.
CARTESIAN COORDINATES (ANGSTROEM)
K 0.05192 0.68690 -1.06566  0.930
O 1.22499 5.01264 -0.97249  -0.761
C 1.10466 3.83739 -1.38797  0.569
N 0.03157 3.18416 -1.77319  -0.688
C -1.19099 3.91133 -1.53899  -0.269
C -2.45562 3.02912 -1.47684  0.251
C -3.69178 3.67179 -1.33052  -0.258
C -4.84604 2.93386 -1.21723  -0.177
C -4.76364 1.54701 -1.25885  -0.288
C -3.51516 0.98330 -1.41987  0.045
N -2.38534 1.69753 -1.52699  -0.463
C 2.45751 3.03821 -1.43245  0.157
C 3.63912 3.76696 -1.31817  -0.236
C 4.84860 3.10156 -1.28781  -0.185
C 4.86250 1.71800 -1.36074  -0.281
C 3.64899 1.06513 -1.48576  0.029
N 2.47595 1.70043 -1.53040  -0.457
H -1.37989 4.69375 -2.29089  0.183
H -1.16422 4.48505 -0.60079  0.205
H -3.70538 4.75560 -1.29967  0.209
H -5.79984 3.43386 -1.09513  0.203
H -5.63870 0.91708 -1.17067  0.209
H -3.40465 -0.09596 -1.46334  0.196
H 3.54346 4.83994 -1.22545  0.247
H 5.77341 3.66027 -1.19744  0.201
H 5.78215 1.14801 -1.33153  0.206
H 3.61268 -0.01857 -1.54715  0.190
C -0.29780 -7.16440 1.54323  -0.246
O -0.35125 -6.18189 0.53280  -0.511
C -0.20044 -4.86295 0.90607  0.330
C -0.07268 -4.47896 2.25463  -0.453
C 0.06006 -3.12035 2.48957  -0.065
C 0.04761 -2.14500 1.49105  -0.351
C 0.09181 -0.73355 1.94545  0.586
C 0.68783 -0.40923 3.30350  -0.715
O -0.34163 0.19701 1.27923  -0.632
C -0.03073 -2.55554 0.09064  0.454
O 0.07256 -1.74923 -0.87479  -0.776
C -0.18297 -3.96074 -0.12732  -0.385
H -0.39527 -8.12368 1.03929  0.185
H -1.12102 -7.04777 2.25435  0.168
H 0.65313 -7.13164 2.08213  0.170
H -0.07875 -5.17817 3.07391  0.204
H 0.15255 -2.80030 3.52164  0.182
H 1.53726 -1.03766 3.56654  0.216
H -0.06647 -0.54680 4.08461  0.221
H 0.97297 0.64006 3.29728  0.234
H -0.25301 -4.31356 -1.14781  0.215

=====

(4)
Formula: C3H4N2O
Source: OMol25
Level of theory: ωB97M-V with the def2-TZVPD basis set

Results
SMILES string: Nc1ncco1
Energy relative to the best compared isomer or geometry (same formula, charge and spin) (kJ/mol): 162.99

Last column: natural (NBO) charge in e.
CARTESIAN COORDINATES (ANGSTROEM)
N 0.21050 1.78749 -0.88248  -0.815
C -0.01397 0.62880 -0.18449  0.694
N 0.48707 -0.46422 -0.71149  -0.578
C 0.12367 -1.46178 0.13049  -0.041
C -0.61320 -1.09311 1.19382  -0.058
O -0.67437 0.47794 0.96697  -0.465
H 0.66747 1.61813 -1.77163  0.416
H -0.18719 2.69915 -0.74222  0.408
H 0.40635 -2.48404 -0.07418  0.212
H -0.48202 -1.60273 2.16948  0.227

=====

| no. | frontier orbital gap (Ha) | LUMO (Ha) | electronic energy (eV) |
| --- | --- | --- | --- |
| 1 | 0.4088 | 0.026 | -12465.8884 |
| 2 | 0.2706 | -0.430 | -52125.8845 |
| 3 | 0.2558 | 0.096 | -51073.5852 |
| 4 | 0.3450 | 0.034 | -8202.1961 |